# 1
84
Properties=species:S:1:pos:R:3 method="wB97M-V/def2-TZVPD" total_charge=0 spin_multiplicity=1 homo_lumo_gap_ev="6.35 / 6.00" lumo_energy_ev="-0.598 / -0.808" homo_ev="-6.945 / -6.804"
C 3.794 3.833 0.628
C -4.199 -3.275 -2.155
Si -2.388 0.455 -2.247
C 4.412 2.224 3.568
H -4.664 0.131 -4.246
C -2.035 -2.132 -3.508
H 4.927 2.007 4.526
C -2.418 -3.450 -3.775
C -1.012 -3.905 -0.287
C -0.037 -4.425 -1.143
H -6.574 2.572 -0.370
C -2.742 -1.362 -2.578
H -8.083 1.632 -2.124
C 2.720 3.016 -1.242
Cl 0.355 -0.231 2.632
C -2.278 0.140 0.594
H -1.019 3.908 0.524
H -4.391 -1.384 -1.162
H 1.849 4.716 -0.053
C 4.405 -0.608 2.618
C 0.132 -1.808 -0.357
C 3.547 -0.014 3.727
H 5.605 2.526 0.411
H -1.809 -4.528 0.112
H 4.356 1.568 -1.777
H 5.266 -0.136 0.232
C 4.607 2.812 0.068
H -1.868 -4.036 -4.514
Pb 1.590 1.164 0.822
H -7.112 0.448 -4.094
H 3.999 -0.979 -0.713
C -4.207 1.067 -2.343
C -6.159 2.021 -1.220
H -0.700 0.118 -0.908
H -4.136 2.244 -0.537
C 0.966 -2.245 -1.393
C -5.071 0.651 -3.380
C 2.870 -2.109 1.518
H 2.464 1.718 5.418
H 4.802 -1.579 2.984
H 1.600 -3.999 -2.488
C -2.490 1.019 1.652
H 4.136 3.288 3.544
C -4.774 1.824 -1.309
C 0.901 -3.589 -1.757
C -1.412 2.885 0.505
H 2.159 -2.027 2.348
Si -2.504 -1.706 0.807
C -1.004 -2.540 0.051
H 5.133 -1.921 0.315
H -1.067 2.617 -1.617
C -6.457 0.834 -3.306
H -1.198 -1.682 -4.038
H -5.046 -3.701 -1.618
C 2.175 1.893 4.365
H 1.240 1.360 4.165
N 3.628 -0.842 1.376
H 5.264 0.041 2.393
H -0.042 -5.494 -1.348
H 4.060 4.463 1.480
H -3.780 -5.055 -3.287
C 3.946 2.301 -1.082
C -3.807 -1.962 -1.886
H 2.621 -0.584 3.866
H 1.664 -1.550 -1.877
H 4.138 -0.068 4.668
H 2.025 2.967 4.194
H 2.032 2.933 -2.087
C -7.005 1.509 -2.207
H -3.015 0.638 2.523
C -1.581 0.716 -0.605
H -2.601 -2.021 2.167
H 3.557 -2.962 1.678
H -2.015 2.901 2.574
C 2.627 3.961 -0.171
C 4.559 -0.977 0.233
N 3.198 1.396 3.428
C -3.495 -4.021 -3.095
H 5.114 2.029 2.752
H 0.384 -0.886 0.179
H -1.608 1.059 -3.344
C -1.963 2.320 1.656
H 2.300 -2.294 0.604
C -1.363 2.163 -0.659

# 2
88
Properties=species:S:1:pos:R:3 method="wB97M-V/def2-TZVPD" total_charge=0 spin_multiplicity=4 homo_lumo_gap_ev="6.23 / 6.19" lumo_energy_ev="-0.361 / -0.641" homo_ev="-6.596 / -6.830" s2=3.771
P -0.365 -0.956 1.446
C 3.974 -1.131 0.869
C 1.887 0.441 2.488
C -4.048 -0.311 -0.774
C 0.778 -3.135 -2.398
C -0.200 2.052 -1.543
H 4.885 1.723 3.123
H 0.921 -3.220 4.267
C -0.264 -3.705 1.815
H 5.507 0.316 1.291
H 3.681 2.394 4.214
H 1.909 -0.270 3.305
C -1.342 -3.758 -1.726
H 5.149 1.492 -0.883
C -5.509 2.047 -0.593
H 3.932 0.651 4.147
H -0.714 -2.578 4.259
H -0.128 -3.782 0.735
V -0.891 -0.837 -0.995
H -1.844 4.321 0.371
H -0.271 3.759 0.948
C 0.422 0.480 -3.421
H -1.909 -5.800 -2.021
H 1.513 -2.339 -2.453
H -6.410 2.487 -0.167
H -2.392 1.113 3.922
H -5.543 2.113 -1.678
C 3.890 1.558 3.543
H 2.395 -2.402 0.143
N -3.909 -1.590 -0.500
C 2.850 1.439 2.462
N -0.395 -2.804 -1.845
C -0.872 4.312 -2.053
N 2.828 -0.910 -1.207
H 1.883 2.925 -0.441
N -2.707 -2.062 -0.916
C 4.569 0.617 -0.623
C 4.767 -0.032 0.584
H 0.657 -1.479 4.330
C 3.578 0.156 -1.475
H 0.285 -6.410 -3.040
H 2.025 -4.623 -3.285
H -4.630 2.570 -0.225
C -0.146 2.886 -3.808
N -0.024 0.999 -0.614
C 2.803 2.333 1.393
H -1.846 5.495 -4.497
C -2.617 -3.312 -1.188
H -0.279 6.167 -4.062
C 0.093 -5.399 -2.709
H -1.264 5.267 -1.714
H -1.335 -3.761 2.021
H -3.468 -3.980 -1.104
C 0.036 1.841 -2.906
H -1.113 0.000 4.402
H -0.740 1.370 3.349
C -1.123 -5.067 -2.142
H 3.361 0.678 -2.400
C 3.032 -1.545 -0.058
C -2.870 -1.309 2.690
S -5.516 0.330 -0.053
H -2.557 -1.925 3.533
C -1.486 0.609 3.576
H 3.540 3.128 1.335
C -1.821 -0.246 2.357
C -0.583 4.137 -3.401
H -3.091 -1.955 1.841
C -0.706 3.296 -1.124
C -0.786 5.256 -4.387
H -0.466 -0.160 -3.520
H -1.572 2.600 0.703
C -1.118 3.510 0.305
C 1.061 -4.412 -2.846
H 1.392 -2.374 2.056
H -2.252 0.411 1.591
C 0.917 0.319 1.497
C 0.296 -2.406 3.890
H -0.401 4.989 -5.371
H 0.053 2.708 -4.860
H 0.858 0.547 -4.419
H -3.805 -0.819 2.968
H 1.132 -0.021 -2.763
C 0.339 -2.408 2.361
H 0.212 -4.569 2.284
I 4.137 -2.125 2.691
C 0.896 1.202 0.396
S -2.982 0.658 -1.683
C 1.863 2.226 0.386

# 3
97
Properties=species:S:1:pos:R:3 method="wB97M-V/def2-TZVPD" total_charge=0 spin_multiplicity=3 homo_lumo_gap_ev="5.42 / 4.75" lumo_energy_ev="-1.843 / -2.510" homo_ev="-7.263 / -7.263" s2=2.031
S -1.650 -0.380 1.527
C 0.894 4.278 2.354
N 0.372 -2.103 1.771
H 4.490 -0.199 0.098
C 0.093 1.889 3.785
C -2.300 4.224 1.050
O -2.724 -2.486 -10.510
H -5.745 -4.644 0.673
H 2.235 1.620 3.511
H 2.670 -1.443 1.387
H -6.988 -2.531 0.324
O -2.882 -0.628 -8.922
C 1.418 -2.808 -9.065
C -3.862 -3.814 0.093
H 2.346 -3.078 -7.137
H -3.746 3.660 3.262
C 1.461 -2.768 -7.674
H 1.499 0.458 4.613
C -3.186 -2.681 -0.354
N 0.375 -2.400 -9.768
H 2.271 -3.170 -9.630
H -2.539 2.803 4.211
H 2.169 -2.538 -4.938
N -1.294 -2.298 3.326
C 1.179 -2.204 -4.660
H 2.409 5.333 1.208
C -0.677 -1.955 -9.071
S -1.478 -2.761 -0.752
C 0.151 -2.118 -5.591
C 3.754 0.140 -0.618
H -5.792 -0.513 -0.462
C 1.808 0.877 -2.363
H 1.083 6.239 3.242
H 3.331 1.793 -3.525
H 0.330 4.642 -1.895
C 0.289 5.534 2.981
H 2.006 3.740 0.553
H -2.103 0.806 -3.471
C -5.924 -2.573 0.133
H 0.892 5.102 0.346
P -0.159 2.738 2.141
H -2.492 2.098 -5.526
C -0.199 3.771 -2.262
H -0.672 3.427 5.155
N 0.737 -1.358 0.689
C -1.110 -1.763 -5.113
N 1.432 0.200 -1.259
H -0.375 6.047 2.286
H 1.253 0.295 2.869
H -2.327 4.522 3.842
H 0.191 2.560 -0.510
H 0.226 2.123 5.925
C -1.415 2.807 -3.912
N -1.954 2.857 -5.146
N -0.225 -1.309 -2.940
S -2.121 -1.285 -9.968
N -0.751 -1.936 -7.749
N -0.936 1.554 -1.938
H -0.773 1.224 3.872
H -3.377 4.243 0.875
C 1.993 -1.067 0.631
C 2.418 -0.213 -0.433
C -3.890 -1.495 -0.556
H 1.085 3.368 5.037
H -2.233 -1.174 -3.391
H -1.818 3.985 0.101
C 0.311 -2.322 -7.052
C 0.178 2.761 5.038
C -0.267 2.632 -1.486
W -0.702 -0.491 -0.759
C 3.107 1.247 -2.620
C -5.225 -3.758 0.332
C 1.593 4.627 1.039
C 4.104 0.897 -1.712
H 1.671 3.926 3.042
C 0.956 -1.774 -3.367
H -2.003 5.232 1.339
C -0.780 -1.710 2.225
H -1.889 3.712 -5.670
H 1.036 1.106 -3.081
S -3.044 -0.071 -1.139
C -1.528 1.646 -3.120
H -0.870 -3.161 3.628
C -2.672 3.567 3.446
H -3.314 -4.736 0.242
H 5.131 1.191 -1.877
C -1.259 -1.414 -3.795
O -1.514 -0.391 -10.930
C -1.972 3.200 2.139
H -0.269 5.317 3.889
N -0.743 3.871 -3.469
C -5.258 -1.443 -0.308
H -1.946 -1.747 -5.800
H 1.764 -1.792 -2.648
C 1.342 1.012 3.684
H -2.411 2.251 1.809
H -2.271 -2.164 3.517

# 4
85
Properties=species:S:1:pos:R:3 method="wB97M-V/def2-TZVPD" total_charge=+1 spin_multiplicity=1 homo_lumo_gap_ev=5.05 lumo_energy_ev=-4.091 homo_ev=-9.143
H 1.239 0.378 4.179
C -3.985 -4.210 -5.663
H 1.605 -1.863 0.366
H 0.294 3.499 1.574
C -6.375 -1.142 2.110
H -0.441 0.194 3.668
H -5.762 -2.382 -5.688
C -5.217 -1.218 1.337
H 2.008 0.499 -0.366
H 0.606 -3.050 4.848
C -1.556 -4.117 -2.193
H -0.646 -6.322 -4.743
C 2.421 -1.609 2.355
H 2.636 -2.396 6.158
H -5.143 -1.914 0.496
H -4.963 -4.431 -6.112
H -1.702 0.569 2.364
C -1.425 -6.360 -3.966
C -2.424 -4.211 -3.321
C -0.749 -6.377 -2.611
C -1.792 -3.093 -1.250
H -3.358 -3.752 -6.448
H -1.138 2.467 1.794
N -0.607 -5.077 -2.011
C -3.434 -3.223 -3.492
H -0.333 -0.562 -0.177
C -6.462 -0.246 3.188
C 0.344 -5.009 -0.916
H -4.159 -6.139 -4.766
C 3.575 -1.287 3.078
H 0.935 -4.084 -0.951
C -0.446 -0.012 0.763
H -1.972 -7.302 -4.090
H -5.412 1.273 4.332
C 1.442 -2.548 4.358
H -0.135 -5.072 0.073
H 0.264 -6.783 -2.708
H -3.414 1.237 2.918
H -4.267 -1.406 -5.642
C -2.845 -0.507 0.915
C 2.345 -1.249 0.894
C 3.655 -1.573 4.439
C -4.091 -0.399 1.634
C 1.364 -2.271 2.990
C 2.734 2.808 3.259
C 2.578 -2.184 5.089
C -0.184 2.770 2.240
H 3.325 -1.379 0.413
H -7.373 -0.184 3.788
C 0.372 0.920 3.779
H -0.911 1.871 5.257
C 1.973 0.227 0.704
O 4.109 1.284 1.299
C -0.385 3.279 3.667
H -2.892 -6.016 -6.008
N 0.668 0.553 1.256
H 2.728 2.415 4.287
H -1.414 3.622 3.825
H -1.209 -3.019 -0.322
C 2.891 1.177 1.453
C -4.222 0.533 2.709
C -3.601 -2.262 -2.468
C -3.360 -5.493 -5.167
N -4.222 -3.256 -4.606
C -0.048 2.118 4.627
C -5.371 0.578 3.492
C -1.679 0.060 1.401
C 0.725 1.515 2.385
H 2.207 3.769 3.243
H -2.803 -1.050 -0.028
H 0.485 -2.564 2.404
H -4.418 -1.535 -2.486
H -1.322 -7.037 -1.935
N -2.784 -2.215 -1.415
H 0.269 4.136 3.864
H 4.412 -0.811 2.558
H 1.023 -5.858 -1.035
H 0.766 2.405 5.304
C -4.923 -2.070 -5.054
H -7.229 -1.784 1.871
H -5.318 -1.498 -4.213
N 2.122 1.888 2.333
N -2.353 -5.274 -4.163
H 3.771 2.955 2.945
H 4.564 -1.313 4.984

# 5
90
Properties=species:S:1:pos:R:3 method="wB97M-V/def2-TZVPD" total_charge=+4 spin_multiplicity=1 homo_lumo_gap_ev=6.04 lumo_energy_ev=-13.439 homo_ev=-19.483
H 3.691 -2.180 2.551
C -1.091 -1.133 -6.933
H 3.619 -0.466 -1.548
H -2.564 -0.047 -5.787
C -4.221 0.425 -0.189
C -5.445 0.666 0.435
H -6.507 0.940 2.280
O 0.537 1.382 -0.740
H -2.091 3.898 -0.694
S -1.342 4.146 2.079
H -2.037 -3.878 0.155
H 1.000 -0.545 -6.950
C -0.073 -1.109 3.486
C -0.063 3.444 2.957
C 2.477 1.667 3.427
H 5.014 1.534 -1.042
H -3.315 2.893 0.059
C 2.767 -0.015 -1.035
C -1.382 2.841 0.989
N -0.491 -2.516 0.624
C 0.291 2.271 2.374
N -0.497 1.904 1.313
H -4.513 0.590 3.698
C 4.090 2.084 -0.912
C -0.613 -0.917 -2.859
H 0.091 -3.031 -2.013
H 0.807 -2.204 -5.147
H -1.334 -0.624 -7.863
C -3.115 0.304 0.625
N -0.868 -0.421 2.415
H -3.156 -1.572 -6.425
C 0.496 -1.169 -4.986
C -1.977 -1.782 -4.674
H -6.336 0.773 -0.171
H -4.133 0.358 -1.265
C 0.372 -2.476 2.995
C -2.059 -0.091 2.801
N 1.778 -0.817 -0.771
C 4.096 3.466 -0.849
H 2.908 5.248 -0.755
H 2.939 -2.533 -1.070
H 2.601 2.485 4.119
C -5.545 0.761 1.821
C 2.892 4.166 -0.759
H -2.598 -2.230 0.439
C 2.005 -2.143 -1.477
N -0.712 -1.216 -4.093
C -0.665 -3.025 2.045
C 0.946 -3.216 -1.372
H -0.867 -2.171 -7.197
H 0.514 -3.141 3.846
C 2.720 -0.354 2.099
H 2.572 -2.307 1.200
H -1.801 -2.850 -4.817
H -2.039 2.155 -0.944
C -3.182 0.350 2.015
C -4.423 0.580 2.619
N -0.510 -0.624 -1.730
C 3.297 -1.665 1.674
H 1.337 -2.431 2.490
C 1.662 3.510 -0.703
H 2.196 -1.907 -2.525
H 1.279 -0.637 -4.444
H 0.387 3.949 3.798
H 1.399 -4.130 -1.764
H 0.732 4.059 -0.692
C 1.690 2.134 -0.715
C 0.132 -0.486 -6.292
C -2.262 2.933 -0.216
S 3.623 0.431 3.289
H -2.764 -1.651 -3.932
H -2.287 -0.237 3.856
N 1.586 0.302 1.757
H 5.030 4.006 -0.908
H -0.056 0.574 -6.104
H -1.675 -2.775 2.367
C -1.814 -2.824 -0.020
H 4.135 -1.511 0.991
C 1.456 1.440 2.570
O -1.884 0.069 0.067
H -0.627 -4.114 1.986
H 0.746 -0.484 3.837
C -2.285 -1.085 -5.987
H 0.034 -4.471 0.103
H -0.750 -1.245 4.328
H 1.358 -3.527 0.719
C 0.507 -3.489 0.041
W -0.077 -0.039 0.288
H -1.788 -2.638 -1.086
C 2.870 1.398 -0.817